{
  "formula": "C24H23N4V",
  "method": "ωB97M-V with the def2-TZVPD basis set",
  "s2": 2.034,
  "homo_ev": [-14.11, -14.82],
  "energy_ha": -2090.922356,
  "total_charge": 2,
  "mol_weight_g_mol": 418.42,
  "multiplicity": 3,
  "species": ["V", "N", "N", "N", "N", "C", "C", "C", "C", "C", "C", "C", "C", "C", "C", "C", "C", "C", "C", "C", "C", "C", "C", "C", "C", "C", "C", "C", "C", "H", "H", "H", "H", "H", "H", "H", "H", "H", "H", "H", "H", "H", "H", "H", "H", "H", "H", "H", "H", "H", "H", "H"],
  "xyz": [[-0.0387, -0.1410, 0.0613], [-1.6478, 0.8633, -0.4432], [0.5919, 1.8233, 0.4698], [1.3777, -0.6232, -1.3064], [-1.4805, -1.7238, -0.1375], [0.7600, -1.1008, -2.5726], [-2.6584, -1.2827, -0.6458], [0.9694, -0.6016, 3.0103], [-3.6342, -3.4386, -0.3987], [-2.6815, 0.1741, -0.9703], [0.9188, -0.8302, 1.6349], [-2.4216, 2.8936, -1.3694], [-2.4426, -3.8860, 0.1403], [1.8917, 3.5583, 1.4642], [-0.3030, 2.7571, 0.0665], [3.2202, -1.4540, 3.0860], [3.1886, -1.6835, 1.7182], [-1.3903, -2.9951, 0.2594], [-1.5065, 2.1951, -0.6146], [2.4240, 0.3823, -1.6239], [-0.1466, 4.0957, 0.3364], [-3.7471, -2.1082, -0.7922], [0.9785, 4.5058, 1.0436], [-3.6192, 0.8206, -1.7434], [2.0406, -1.3986, 0.9858], [-3.4807, 2.1919, -1.9370], [1.6609, 2.2263, 1.1636], [1.9795, -1.7470, -0.5009], [2.1084, -0.9291, 3.7352], [1.5002, -1.5795, -3.2160], [2.7705, 3.8343, 2.0297], [-4.4369, 0.2797, -2.1968], [0.3389, -0.2503, -3.1074], [-0.4471, -3.2965, 0.6972], [2.9737, 0.6325, -0.7212], [-4.4777, -4.1088, -0.5008], [1.9666, 1.2794, -2.0337], [3.1150, -0.0368, -2.3565], [1.1258, 5.5532, 1.2724], [2.9703, -1.9784, -0.8936], [-0.0261, -1.8208, -2.3576], [-2.3222, -4.9065, 0.4751], [4.1140, -1.6913, 3.6474], [2.3411, 1.4509, 1.4920], [0.1231, -0.1608, 3.5236], [2.1368, -0.7635, 4.8052], [-4.2037, 2.7191, -2.5466], [1.3574, -2.6285, -0.6579], [-4.6797, -1.7282, -1.1858], [4.0534, -2.1127, 1.2229], [-0.8912, 4.8128, 0.0196], [-2.3134, 3.9564, -1.5313]],
  "lowdin_spin": [1.928, -0.002, 0.003, 0.001, 0.005, 0.006, 0.007, 0.017, 0.008, 0.003, -0.073, 0.002, -0.001, -0.002, 0.009, 0.033, -0.008, 0.009, 0.003, 0.008, -0.002, -0.002, 0.012, 0.002, 0.015, 0.001, 0.012, 0.006, -0.005, 0.000, 0.000, 0.000, 0.000, 0.000, 0.000, 0.000, 0.000, 0.000, 0.001, 0.000, 0.001, 0.000, 0.002, 0.000, 0.000, -0.001, 0.000, 0.001, 0.000, -0.002, 0.000, 0.000]
}

{
  "formula": "C12H15N3",
  "method": "ωB97M-V with the def2-TZVPD basis set",
  "homo_ev": -8.13,
  "energy_ha": -630.460913,
  "total_charge": 0,
  "mol_weight_g_mol": 201.27,
  "smiles": "c1cc[nH]c1.c1cc[nH]c1.c1cc[nH]c1",
  "species": ["N", "N", "N", "C", "C", "C", "C", "C", "C", "C", "C", "C", "C", "C", "C", "H", "H", "H", "H", "H", "H", "H", "H", "H", "H", "H", "H", "H", "H", "H"],
  "xyz": [[24.8430, -22.8880, 34.0712], [18.7614, -17.8705, 35.1881], [28.0876, -18.5335, 31.0343], [26.0775, -18.9293, 30.0626], [24.2811, -24.9720, 34.5572], [27.3952, -19.3586, 30.1234], [27.1732, -17.6974, 31.6191], [20.6326, -16.7983, 35.8998], [24.7789, -24.1423, 33.5898], [25.9206, -17.8636, 31.1082], [20.1394, -17.6625, 34.9512], [24.4021, -22.9219, 35.3380], [19.5521, -16.4956, 36.8016], [18.3478, -17.1290, 36.3106], [23.9420, -24.1757, 35.6762], [24.4187, -21.9640, 35.8367], [24.9920, -17.3984, 31.4047], [23.8660, -25.9550, 34.3907], [20.6745, -18.1316, 34.1388], [25.1546, -22.0652, 33.5752], [19.6364, -15.8270, 37.6455], [18.2424, -18.4621, 34.5550], [27.4678, -16.9666, 32.3578], [27.9484, -20.0956, 29.5604], [25.0929, -24.4091, 32.5915], [21.5855, -16.2904, 35.8796], [17.3470, -17.2798, 36.6875], [23.5542, -24.5840, 36.5978], [29.0839, -18.4766, 31.1897], [25.3837, -19.3101, 29.3276]],
  "mulliken_charge": [0.024, -0.028, -0.045, -0.370, -0.452, -0.411, -0.480, -0.382, -0.396, -0.422, -0.440, -0.485, -0.311, -0.502, -0.337, 0.363, 0.397, 0.346, 0.363, 0.199, 0.367, 0.209, 0.362, 0.379, 0.361, 0.371, 0.353, 0.374, 0.209, 0.384]
}

{
  "formula": "C27H31NO7SV",
  "method": "ωB97M-V with the def2-TZVPD basis set",
  "s2": 3.755,
  "homo_ev": [-7.08, -7.23],
  "energy_ha": -2971.130951,
  "total_charge": 0,
  "mol_weight_g_mol": 564.56,
  "multiplicity": 4,
  "species": ["V", "S", "O", "O", "O", "O", "O", "O", "O", "N", "C", "C", "C", "C", "C", "C", "C", "C", "C", "C", "C", "C", "C", "C", "C", "C", "C", "C", "C", "C", "C", "C", "C", "C", "C", "C", "C", "H", "H", "H", "H", "H", "H", "H", "H", "H", "H", "H", "H", "H", "H", "H", "H", "H", "H", "H", "H", "H", "H", "H", "H", "H", "H", "H", "H", "H", "H", "H"],
  "xyz": [[-0.5504, -0.5271, -0.4709], [1.0909, -3.2028, 0.2569], [-2.1068, 0.1082, 1.2666], [1.4642, -0.2187, 0.2100], [-0.2066, 1.5086, -0.5219], [-2.5922, -0.5591, -1.8300], [0.3858, 3.0288, 0.9961], [-1.9093, -2.2952, -0.0210], [-3.5996, 1.6909, -0.4261], [0.2979, -1.8420, -1.9209], [2.9149, 1.4456, 3.0343], [0.5448, 1.9691, 0.4106], [0.8864, 0.1022, 4.3604], [-2.6164, -2.1984, 1.2042], [-2.8686, 2.3804, 0.5775], [5.1520, 1.1841, -0.9053], [3.0263, 1.6045, 0.1522], [1.9492, 0.6288, 5.0822], [1.8550, 0.9245, 2.3066], [3.2866, 2.9705, 0.1018], [-2.4761, 1.4337, 1.7051], [-3.3046, 0.5180, -2.4578], [0.4890, -2.5982, -4.1791], [-3.1889, -0.8121, 1.3703], [0.8399, 0.2517, 2.9849], [-3.3498, -1.7613, -1.8706], [3.9681, 0.7157, -0.3556], [0.8399, -2.9813, -1.4326], [-2.5684, -2.8384, -1.1515], [1.1802, -4.0001, -2.3597], [1.0032, -3.8137, -3.7035], [2.9602, 1.2997, 4.4150], [4.4719, 3.4354, -0.4503], [-3.0578, 1.8095, -1.7301], [0.1614, -1.6512, -3.2430], [1.7534, 1.0605, 0.7934], [5.4087, 2.5461, -0.9542], [-1.9731, 2.8281, 0.1588], [3.7142, 1.9696, 2.5285], [-3.5397, -2.0607, -2.9075], [-1.8761, -2.3987, 1.9819], [3.7703, -0.3477, -0.3355], [1.2704, -4.6018, -4.3969], [-3.6566, -0.7249, 2.3568], [1.9879, 0.5137, 6.1576], [-3.4835, 3.1794, 1.0061], [-3.3968, -2.9620, 1.2589], [-3.2265, -3.6587, -0.8514], [3.7949, 1.7117, 4.9672], [-1.9890, 2.0230, -1.6835], [-3.2919, 1.3127, 2.4215], [0.0001, -0.1639, 2.4385], [-3.9379, -0.5748, 0.6105], [2.5625, 3.6676, 0.5005], [-4.3732, 0.2859, -2.4307], [-0.2412, -0.6873, -3.5340], [-4.3171, -1.5814, -1.3874], [1.5907, -4.9199, -1.9684], [-3.5484, 2.6197, -2.2845], [5.8728, 0.4787, -1.2985], [4.6602, 4.5009, -0.4857], [1.7015, -1.0092, 0.7383], [-1.7819, -3.2479, -1.7826], [0.3633, -2.3985, -5.2330], [-1.6169, 1.8544, 2.2311], [6.3320, 2.9110, -1.3855], [-2.9973, 0.5916, -3.5059], [0.0918, -0.4275, 4.8705]],
  "lowdin_spin": [2.784, 0.031, 0.020, 0.023, 0.029, 0.017, 0.006, 0.018, 0.001, 0.004, 0.000, 0.007, 0.000, 0.003, 0.000, 0.000, 0.000, 0.000, 0.001, 0.000, 0.002, 0.001, -0.001, 0.001, 0.003, 0.002, 0.000, 0.011, 0.002, -0.001, 0.007, 0.000, 0.000, 0.001, 0.012, 0.003, 0.000, 0.000, 0.000, 0.000, 0.001, 0.000, 0.001, 0.000, 0.000, 0.000, 0.000, 0.000, 0.000, 0.001, 0.000, 0.003, 0.000, 0.000, 0.000, 0.002, 0.000, 0.000, 0.000, 0.000, 0.000, 0.004, 0.000, 0.000, 0.000, 0.000, 0.000, 0.000]
}